DFT (wB97M-V/def2-TZVPD) results for 8 unconnected molecules or ions with the total composition C33H69N8O8Si.

Geometry (Å):
C: 0.59 -2.16 -1.60
C: -0.54 -2.08 -2.28
C: -1.20 -0.82 -2.60
C: -2.34 -0.77 -3.42
C: -2.96 0.45 -3.68
C: -2.44 1.62 -3.14
N: -1.34 1.55 -2.37
C: -0.74 2.77 -1.83
C: 0.11 3.58 -2.85
O: 0.00 3.16 -4.19
Si: 1.16 2.32 -5.06
C: 2.06 1.08 -4.00
C: 0.24 1.42 -6.39
C: 2.36 3.49 -5.86
C: -0.74 0.39 -2.10
H: 1.03 -3.11 -1.32
H: 1.14 -1.28 -1.28
H: -1.04 -2.97 -2.64
H: -2.70 -1.69 -3.83
H: -3.84 0.51 -4.30
H: -2.87 2.59 -3.30
H: -0.13 2.45 -0.99
H: -1.53 3.41 -1.44
H: -0.27 4.59 -2.83
H: 1.14 3.62 -2.49
H: 3.12 1.31 -3.96
H: 1.96 0.10 -4.45
H: 1.76 1.04 -2.97
H: 0.91 0.95 -7.08
H: -0.36 2.14 -6.95
H: -0.46 0.69 -5.98
H: 3.15 3.81 -5.18
H: 2.85 2.93 -6.66
H: 1.89 4.35 -6.30
H: 0.11 0.45 -1.45
C: 3.62 1.91 -0.35
O: 2.76 1.28 -0.96
N: 3.34 2.84 0.57
C: 4.39 3.53 1.31
C: 1.95 3.15 0.85
H: 4.69 1.73 -0.49
H: 4.30 3.31 2.37
H: 4.32 4.61 1.15
H: 5.36 3.18 0.98
H: 1.42 2.26 1.19
H: 1.45 3.52 -0.05
H: 1.88 3.91 1.62
C: 5.14 0.69 4.38
O: 5.63 1.49 3.60
N: 4.29 -0.29 4.01
C: 3.74 -1.23 4.96
C: 3.93 -0.40 2.60
H: 5.37 0.69 5.45
H: 4.02 -2.26 4.70
H: 2.65 -1.17 4.98
H: 4.12 -1.01 5.95
H: 4.81 -0.56 1.99
H: 3.44 0.52 2.26
H: 3.25 -1.23 2.48
C: -0.90 5.59 2.86
O: -0.16 4.72 2.42
N: -0.47 6.78 3.31
C: -1.40 7.76 3.83
C: 0.95 7.06 3.29
H: -1.99 5.47 2.92
H: -1.35 8.69 3.25
H: -1.19 7.99 4.88
H: -2.41 7.36 3.78
H: 1.34 7.03 2.28
H: 1.50 6.34 3.89
H: 1.11 8.06 3.70
C: -2.79 5.23 6.75
O: -3.00 5.91 5.76
N: -2.37 3.96 6.73
C: -2.15 3.20 7.94
C: -2.15 3.32 5.44
H: -2.93 5.62 7.77
H: -1.11 2.87 8.01
H: -2.80 2.32 7.98
H: -2.37 3.83 8.80
H: -1.38 3.84 4.87
H: -3.06 3.31 4.84
H: -1.82 2.29 5.61
C: -3.99 -4.54 -3.58
O: -2.95 -3.88 -3.60
N: -5.02 -4.29 -2.76
C: -6.22 -5.12 -2.78
C: -4.94 -3.18 -1.83
H: -4.15 -5.40 -4.23
H: -7.09 -4.51 -3.03
H: -6.38 -5.58 -1.81
H: -6.10 -5.91 -3.52
H: -4.81 -2.24 -2.37
H: -4.09 -3.30 -1.16
H: -5.85 -3.14 -1.26
C: -5.37 -9.21 -3.16
O: -5.89 -8.20 -3.61
N: -4.19 -9.23 -2.51
C: -3.63 -10.47 -1.99
C: -3.47 -7.99 -2.32
H: -5.83 -10.20 -3.26
H: -3.50 -10.41 -0.91
H: -2.66 -10.67 -2.45
H: -4.30 -11.29 -2.22
H: -4.07 -7.27 -1.76
H: -3.22 -7.54 -3.28
H: -2.55 -8.19 -1.78
C: 3.96 -3.61 2.33
O: 3.55 -2.78 3.12
N: 4.39 -3.31 1.09
C: 4.87 -4.32 0.17
C: 4.37 -1.92 0.69
H: 4.02 -4.69 2.57
H: 5.90 -4.14 -0.12
H: 4.26 -4.35 -0.74
H: 4.81 -5.30 0.65
H: 4.99 -1.32 1.35
H: 3.35 -1.53 0.75
H: 4.73 -1.83 -0.33

* HOMO energy: -10.08 eV
* E_LUMO: -2.98 eV
* energy: -71512.278 eV
* orbital gap: 7.102 eV
* charge: +1